Record 1
{
  "formula": "C3H6N2O",
  "method": "ωB97M-V/def2-TZVPD",
  "largest_force_ev_per_a": 0.479,
  "e_above_lowest_kj_mol": 118.9,
  "e_homo_ha": -0.356,
  "smiles": "NC(=O)[C@H]1CN1",
  "species": ["O", "N", "N", "C", "C", "C", "H", "H", "H", "H", "H", "H"],
  "positions_angstrom": [[1.11227, 1.99960, 0.47115], [1.83770, -0.08235, -0.08725], [-0.68103, -1.15686, 0.18785], [-0.51026, 0.26590, 0.48507], [-1.31197, -0.17087, -0.67637], [0.88688, 0.81456, 0.29718], [-0.91729, 0.00220, -1.67558], [1.63508, -1.06310, -0.20942], [-2.37806, -0.01758, -0.53604], [-1.08481, 0.78608, 1.25236], [2.76377, 0.26458, -0.28922], [-1.35229, -1.64216, 0.78028]],
  "forces_ev_per_angstrom": [[-0.03, -0.29, -0.03], [-0.02, 0.13, -0.04], [-0.05, -0.11, 0.02], [0.25, 0.09, 0.27], [-0.18, 0.36, -0.16], [-0.01, 0.07, -0.03], [-0.08, -0.42, 0.12], [-0.20, 0.23, 0.07], [0.06, -0.03, -0.32], [0.32, -0.34, 0.09], [-0.21, -0.01, 0.09], [0.15, 0.32, -0.08]],
  "mulliken_charge": [-0.617, -0.363, -0.612, 0.174, -0.324, 0.154, 0.228, 0.231, 0.273, 0.397, 0.227, 0.231]
}



Record 2
{
  "formula": "C3H6N2O",
  "method": "ωB97M-V/def2-TZVPD",
  "largest_force_ev_per_a": 1.085,
  "e_above_lowest_kj_mol": 162.8,
  "e_homo_ha": -0.383,
  "smiles": "N#C[C@@H](N)CO",
  "species": ["O", "N", "N", "C", "C", "C", "H", "H", "H", "H", "H", "H"],
  "positions_angstrom": [[-2.02675, 0.03305, 0.15197], [0.39897, 0.76813, 1.15504], [2.32403, -0.08958, -1.56185], [1.49585, -0.25392, -0.77005], [-0.94528, -0.62582, -0.44340], [0.43493, -0.37532, 0.26022], [-2.00598, 0.96254, -0.10399], [-0.86354, -0.37820, -1.50904], [1.29006, 0.85254, 1.63521], [-1.17095, -1.69213, -0.37586], [0.26489, 1.62820, 0.63246], [0.67878, -1.25104, 0.86905]],
  "forces_ev_per_angstrom": [[-0.06, 0.23, -0.01], [0.15, 0.16, -0.04], [-0.79, -0.19, 0.72], [0.69, 0.12, -0.66], [0.14, -0.25, -0.22], [-0.04, -0.14, 0.04], [-0.06, -0.14, 0.15], [0.02, 0.03, 0.12], [-0.14, 0.03, -0.03], [0.07, 0.09, -0.06], [0.05, -0.02, 0.06], [-0.03, 0.09, -0.06]],
  "mulliken_charge": [-0.469, -0.609, -0.414, 0.097, -0.680, 0.393, 0.318, 0.320, 0.260, 0.280, 0.242, 0.263]
}



Record 3
{
  "formula": "C3H6N2O",
  "method": "ωB97M-V/def2-TZVPD",
  "largest_force_ev_per_a": 8.680,
  "e_above_lowest_kj_mol": 508.0,
  "e_homo_ha": -0.350,
  "species": ["O", "N", "N", "C", "C", "C", "H", "H", "H", "H", "H", "H"],
  "positions_angstrom": [[3.11205, -0.23213, 0.07138], [-0.80480, 1.23477, -0.10437], [-1.63393, -0.89613, 0.27137], [1.87405, 0.07779, 0.02788], [-0.44211, -0.13872, -0.11420], [0.70257, -0.63735, -0.29841], [1.52979, 1.17828, 0.43400], [-2.45827, -0.17076, -0.20194], [0.71106, -1.83698, 0.19651], [0.15146, 1.78368, -0.60759], [-1.68172, -1.87278, -0.56857], [-1.06014, 1.51035, 0.89394]],
  "forces_ev_per_angstrom": [[-5.04, 0.73, -0.32], [3.81, 1.61, -1.33], [-1.91, -0.55, -5.94], [4.80, 2.52, 1.24], [-7.30, 2.36, 1.71], [4.43, -7.26, 1.72], [1.35, -1.91, -0.84], [2.64, -2.95, 1.84], [0.26, 3.18, -2.39], [-3.96, -1.46, 2.62], [0.19, 3.81, 3.57], [0.73, -0.06, -1.88]],
  "mulliken_charge": [-0.531, -0.674, -0.715, 0.029, 0.659, -0.344, 0.078, 0.350, 0.193, 0.327, 0.344, 0.283]
}



Record 4
{
  "formula": "C3H6N2O",
  "method": "ωB97M-V/def2-TZVPD",
  "largest_force_ev_per_a": 0.701,
  "e_above_lowest_kj_mol": 93.7,
  "e_homo_ha": -0.367,
  "smiles": "[H]/N=C/NC(C)=O",
  "species": ["O", "N", "N", "C", "C", "C", "H", "H", "H", "H", "H", "H"],
  "positions_angstrom": [[-0.28255, 2.16142, -0.26236], [1.76828, -1.54856, 0.03135], [0.48337, 0.19225, 0.68250], [-1.78609, 0.29244, -0.16421], [1.63778, -0.28885, 0.03519], [-0.47150, 1.00906, 0.04563], [-2.49030, 0.94154, -0.68168], [0.03750, -0.65228, 1.01775], [-1.66506, -0.63969, -0.73633], [2.62556, -1.89192, -0.38816], [-2.20456, -0.01200, 0.80078], [2.34756, 0.43661, -0.38046]],
  "forces_ev_per_angstrom": [[0.26, -0.64, -0.09], [0.12, 0.01, 0.02], [0.13, -0.37, -0.12], [-0.33, -0.14, -0.04], [0.18, -0.10, 0.01], [-0.21, 0.59, -0.13], [0.06, 0.00, 0.12], [-0.12, -0.08, 0.15], [0.19, 0.32, 0.08], [0.10, 0.30, -0.04], [0.00, 0.14, -0.03], [-0.39, -0.04, 0.08]],
  "mulliken_charge": [-0.525, -0.623, -0.296, -1.112, -0.008, 0.657, 0.310, 0.305, 0.329, 0.241, 0.344, 0.378]
}



Record 5
{
  "formula": "C3H6N2O",
  "method": "ωB97M-V/def2-TZVPD",
  "largest_force_ev_per_a": 0.416,
  "e_above_lowest_kj_mol": 112.6,
  "e_homo_ha": -0.356,
  "smiles": "[H]/N=C/CNC=O",
  "species": ["O", "N", "N", "C", "C", "C", "H", "H", "H", "H", "H", "H"],
  "positions_angstrom": [[-1.31761, -0.46674, 2.40468], [0.50214, -1.51667, -0.44306], [-0.94362, 0.62624, 0.42804], [-0.57152, 0.10670, 1.64567], [0.06431, 0.84819, -0.58006], [0.72273, -0.43074, -1.05552], [1.38981, -0.33348, -1.92319], [1.02194, -2.29219, -0.85199], [0.83964, 1.51608, -0.17867], [0.48942, 0.32070, 1.88322], [-1.81949, 0.23851, 0.09897], [-0.37775, 1.38341, -1.42809]],
  "forces_ev_per_angstrom": [[0.23, 0.25, -0.22], [0.17, 0.22, -0.31], [-0.09, -0.20, 0.11], [-0.16, -0.01, 0.12], [0.06, 0.03, -0.03], [-0.05, -0.12, 0.11], [-0.05, -0.04, 0.11], [-0.02, 0.05, -0.01], [-0.08, -0.12, -0.08], [-0.12, -0.05, 0.03], [0.04, 0.08, 0.04], [0.07, -0.10, 0.11]],
  "mulliken_charge": [-0.540, -0.482, -0.214, 0.125, -0.731, 0.030, 0.370, 0.233, 0.290, 0.297, 0.256, 0.366]
}



Record 6
{
  "formula": "C3H6N2O",
  "method": "ωB97M-V/def2-TZVPD",
  "largest_force_ev_per_a": 8.197,
  "e_above_lowest_kj_mol": 652.8,
  "e_homo_ha": -0.353,
  "smiles": "C/N=[NH+]\\[O-].C#C",
  "species": ["O", "N", "N", "C", "C", "C", "H", "H", "H", "H", "H", "H"],
  "positions_angstrom": [[-1.78737, 0.97537, -0.55678], [-0.44694, -0.35260, 0.63817], [-0.86158, 0.75546, 0.24372], [-0.95043, -1.52638, -0.05978], [2.05977, 0.92083, 0.59514], [1.81057, 1.23685, -0.56641], [-2.06396, -1.50269, -0.42610], [-0.73762, -2.42636, 0.56446], [1.26550, 1.28625, -1.51073], [-0.40965, -1.69165, -1.15455], [-0.37928, 1.47975, 0.78531], [2.50099, 0.84517, 1.44755]],
  "forces_ev_per_angstrom": [[0.61, 0.64, -0.25], [0.16, -1.16, -0.39], [-1.17, -1.30, 0.73], [-0.76, -0.87, -2.87], [-1.89, 1.90, -7.75], [-0.30, -1.04, 1.94], [1.87, 0.20, 1.20], [-0.21, 0.85, -0.58], [0.72, 0.17, 0.61], [-0.89, 0.63, 2.81], [-0.35, 0.69, -0.46], [2.22, -0.72, 5.00]],
  "mulliken_charge": [-0.602, -0.235, 0.362, -0.597, -0.666, -0.134, 0.245, 0.271, 0.373, 0.238, 0.294, 0.450]
}



Record 7
{
  "formula": "C3H6N2O",
  "method": "ωB97M-V/def2-TZVPD",
  "largest_force_ev_per_a": 2.236,
  "e_above_lowest_kj_mol": 336.4,
  "e_homo_ha": -0.314,
  "smiles": "[H]/N=C/N(O)C=C",
  "species": ["O", "N", "N", "C", "C", "C", "H", "H", "H", "H", "H", "H"],
  "positions_angstrom": [[0.64967, 1.48532, -0.13782], [-0.01878, 0.24293, -0.18264], [2.06921, -0.62532, 0.09597], [0.81243, -0.83738, 0.01086], [-1.36450, 0.35518, 0.20748], [-2.27692, -0.56547, -0.09339], [-1.62096, 1.22056, 0.82252], [-1.97467, -1.47956, -0.65830], [2.51403, -1.52408, 0.21108], [-3.34150, -0.60391, 0.34924], [1.58908, 1.23308, 0.21121], [0.25763, -1.76585, 0.02371]],
  "forces_ev_per_angstrom": [[1.38, -0.75, 0.72], [0.51, 0.85, 0.26], [-0.50, -0.57, 0.03], [-0.52, 1.12, -0.30], [-0.49, -0.44, 0.24], [-1.20, -1.36, 0.42], [0.38, -0.10, -0.33], [-0.39, 0.92, 0.31], [0.48, -0.05, 0.08], [2.03, 0.45, -0.83], [-1.84, 0.25, -0.79], [0.15, -0.31, 0.18]],
  "mulliken_charge": [-0.485, 0.041, -0.677, 0.122, -0.006, -0.675, 0.344, 0.212, 0.249, 0.221, 0.393, 0.262]
}



Record 8
{
  "formula": "C3H6N2O",
  "method": "ωB97M-V/def2-TZVPD",
  "largest_force_ev_per_a": 1.169,
  "e_above_lowest_kj_mol": 377.0,
  "e_homo_ha": -0.386,
  "smiles": "[H]/N=C\\C#N.[H][H].C=O",
  "species": ["O", "N", "N", "C", "C", "C", "H", "H", "H", "H", "H", "H"],
  "positions_angstrom": [[0.63638, -2.25047, -0.57413], [1.34383, 2.43418, -0.68023], [-1.51472, 0.84334, 0.53088], [-0.31590, 1.10850, 0.84422], [0.61450, 1.84901, 0.00273], [1.30809, -1.29690, -0.27667], [-2.03695, -1.27236, -0.29326], [0.07075, 0.76631, 1.80437], [1.61095, -0.52666, -1.01206], [-1.62416, -1.72760, -0.71174], [-1.75075, 1.20305, -0.39687], [1.65799, -1.13040, 0.76276]],
  "forces_ev_per_angstrom": [[0.45, 0.40, 0.13], [-0.71, -0.61, 0.70], [0.39, 0.28, 0.04], [-0.32, -0.06, 0.08], [0.61, 0.57, -0.64], [-0.15, -0.30, -0.12], [-0.06, -0.14, -0.08], [-0.01, 0.11, -0.09], [-0.04, -0.16, 0.00], [-0.14, -0.01, -0.01], [0.00, 0.00, 0.07], [-0.02, -0.08, -0.07]],
  "mulliken_charge": [-0.387, -0.358, -0.486, -0.128, 0.297, -0.120, 0.089, 0.412, 0.264, -0.086, 0.265, 0.238]
}



Record 9
{
  "formula": "C3H6N2O",
  "method": "ωB97M-V/def2-TZVPD",
  "largest_force_ev_per_a": 0.904,
  "e_above_lowest_kj_mol": 192.6,
  "e_homo_ha": -0.353,
  "smiles": "C1CN1.N=C=O",
  "species": ["O", "N", "N", "C", "C", "C", "H", "H", "H", "H", "H", "H"],
  "positions_angstrom": [[-2.36207, 0.05155, 1.63620], [-1.63486, -1.36999, -0.14476], [0.29794, 0.78658, 0.43516], [0.74401, 0.63414, -0.94593], [-2.01946, -0.64888, 0.76734], [1.51318, 0.02696, 0.16109], [0.10038, 0.00228, -1.55279], [1.43211, -1.04106, 0.34750], [2.47308, 0.46862, 0.42171], [-2.22756, -2.12065, -0.46523], [0.51497, 1.71164, 0.79255], [1.16829, 1.49881, -1.45284]],
  "forces_ev_per_angstrom": [[0.28, -0.54, -0.67], [-0.11, 0.34, 0.41], [-0.06, 0.22, 0.16], [0.01, 0.03, -0.30], [-0.27, 0.11, 0.28], [0.25, -0.15, 0.04], [0.12, 0.12, 0.10], [-0.01, 0.16, -0.05], [-0.17, -0.06, -0.05], [-0.01, 0.01, 0.03], [0.01, -0.10, -0.05], [-0.05, -0.15, 0.10]],
  "mulliken_charge": [-0.425, -0.531, -0.420, -0.348, 0.727, -0.342, 0.181, 0.201, 0.256, 0.237, 0.222, 0.242]
}



Record 10
{
  "formula": "C3H6N2O",
  "method": "ωB97M-V/def2-TZVPD",
  "largest_force_ev_per_a": 2.774,
  "e_above_lowest_kj_mol": 429.3,
  "e_homo_ha": -0.320,
  "species": ["O", "N", "N", "C", "C", "C", "H", "H", "H", "H", "H", "H"],
  "positions_angstrom": [[-0.62745, -1.64247, -0.51404], [-0.49004, 0.52460, -1.57603], [0.40119, 0.96847, -0.70971], [-0.10242, 1.13060, 0.65228], [0.24062, -1.40251, 0.36998], [0.69005, -0.12841, 0.77065], [0.82905, -2.24987, 0.74870], [0.33515, 1.97837, 1.16746], [1.67881, -0.07190, 1.20569], [-0.33502, -0.58820, -1.69700], [-1.43358, 0.42692, -1.17119], [-1.18637, 1.05442, 0.75321]],
  "forces_ev_per_angstrom": [[0.22, -0.29, 1.71], [-0.57, -2.63, -0.66], [0.78, 0.59, 1.37], [0.27, -0.17, -0.67], [-0.24, -0.62, -1.40], [-0.82, 0.54, 0.01], [0.14, -0.01, -0.08], [-0.04, -0.04, 0.02], [-0.07, 0.06, -0.05], [0.02, 2.09, -0.30], [0.22, 0.51, 0.01], [0.08, -0.01, 0.03]],
  "mulliken_charge": [-0.665, -0.520, -0.154, -0.398, 0.002, -0.198, 0.345, 0.239, 0.336, 0.419, 0.283, 0.310]
}



Record 11
{
  "formula": "C3H6N2O",
  "method": "ωB97M-V/def2-TZVPD",
  "largest_force_ev_per_a": 1.450,
  "e_above_lowest_kj_mol": 126.3,
  "e_homo_ha": -0.333,
  "species": ["O", "N", "N", "C", "C", "C", "H", "H", "H", "H", "H", "H"],
  "positions_angstrom": [[1.75040, 2.26081, -1.32495], [-1.69068, -0.29447, -1.04439], [0.34363, -0.27434, 0.05701], [-0.91065, -0.46963, 0.07450], [1.08499, -0.54883, 1.26464], [0.77780, 1.86711, -1.76257], [1.69320, 0.32468, 1.52454], [0.44679, -0.79521, 2.13026], [1.77777, -1.38222, 1.09716], [-2.66438, -0.07691, -0.89158], [-1.45359, -0.83111, 0.96095], [-1.23404, 0.26470, -1.75591]],
  "forces_ev_per_angstrom": [[-1.20, -0.46, -0.57], [0.04, 0.18, -0.03], [-0.51, -0.14, 0.02], [0.31, 0.00, 0.08], [0.14, -0.04, 0.17], [1.24, 0.55, 0.52], [-0.07, -0.12, -0.01], [0.08, 0.02, -0.14], [-0.10, 0.12, 0.04], [0.17, -0.05, -0.01], [0.08, 0.06, -0.10], [-0.17, -0.12, 0.02]],
  "mulliken_charge": [-0.137, -0.410, -0.378, 0.052, -0.746, 0.071, 0.236, 0.299, 0.253, 0.248, 0.246, 0.266]
}



Record 12
{
  "formula": "C3H6N2O",
  "method": "ωB97M-V/def2-TZVPD",
  "largest_force_ev_per_a": 0.729,
  "e_above_lowest_kj_mol": 370.4,
  "e_homo_ha": -0.351,
  "smiles": "ON=C1CNC1",
  "species": ["O", "N", "N", "C", "C", "C", "H", "H", "H", "H", "H", "H"],
  "positions_angstrom": [[2.33048, -0.67872, 0.68391], [1.66599, 0.50789, 0.26489], [-1.57776, -0.01347, -0.38318], [-0.66565, 1.16336, -0.35756], [-0.48723, -0.93556, 0.04677], [0.44176, 0.25755, 0.08367], [-1.89058, -0.21527, -1.32557], [-0.70967, -1.47758, 0.97648], [-0.96387, 1.91152, 0.38689], [2.45259, -0.51574, 1.62771], [-0.14963, -1.66551, -0.69714], [-0.44644, 1.66153, -1.30685]],
  "forces_ev_per_angstrom": [[0.06, -0.29, 0.10], [-0.68, -0.01, 0.25], [-0.12, -0.05, -0.27], [0.11, 0.32, -0.04], [0.16, -0.25, 0.00], [0.41, 0.20, 0.20], [-0.06, -0.03, 0.12], [0.18, 0.30, -0.15], [0.06, -0.11, -0.17], [0.27, -0.06, -0.07], [-0.13, 0.03, 0.03], [-0.25, -0.06, 0.01]],
  "mulliken_charge": [-0.371, -0.600, -0.466, -0.406, -0.296, 0.593, 0.272, 0.233, 0.213, 0.328, 0.234, 0.267]
}